No. 1
The following is a quantum chemistry calculation of one molecule with the formula C6H13NO2 in a non-equilibrium geometry, from the OMol25 dataset.

Atoms and positions in Å:
O: -1.881 -0.541 -0.198
O: -0.682 2.088 -0.338
N: 2.670 0.418 -0.301
C: 0.045 -0.739 1.354
C: -0.332 -0.334 -0.071
C: -2.743 0.287 0.549
C: 0.161 -1.343 -1.106
C: 1.637 1.347 -0.674
C: 0.031 1.098 -0.367
H: -0.482 -2.230 -1.093
H: 2.735 -0.388 -0.912
H: 1.839 2.292 -0.160
H: 2.657 0.156 0.678
H: 0.115 -0.928 -2.117
H: -2.342 0.557 1.534
H: -3.689 -0.246 0.709
H: 1.091 -1.044 1.437
H: -0.576 -1.579 1.682
H: 1.674 1.538 -1.749
H: 1.178 -1.690 -0.911
H: -0.119 0.081 2.061
H: -2.987 1.201 -0.006

Properties
SMILES: COC(C)(C)C(=O)CN
2S+1: 1
E_tot: -441.60094 Eh
F_max: 3.68 eV/Å

---

No. 2
The following is a quantum chemistry calculation of C14H23BCuN6O as an isolated structure in a non-equilibrium geometry, from the OMol25 dataset.

Atoms and positions in Å:
Cu: 0.346 -1.415 -0.935
O: -0.967 0.832 3.489
N: 0.523 0.558 -1.414
N: 0.571 1.100 -2.680
N: 1.222 -1.793 -2.590
N: -1.180 -0.243 -3.778
N: 1.250 -1.024 -3.751
N: -1.556 -0.985 -2.687
C: -0.658 -1.261 0.872
C: 2.188 -2.725 -2.704
C: 0.319 2.197 4.905
C: 2.239 -1.474 -4.551
C: 0.806 2.428 -2.592
C: 1.003 -0.181 4.532
C: 0.881 2.761 -1.243
C: -2.882 -1.113 -2.717
C: -3.387 -0.472 -3.869
C: 2.860 -2.557 -3.927
C: -1.065 0.350 5.860
C: 0.687 1.563 -0.540
C: -2.272 0.063 -4.513
C: -0.176 0.775 4.696
B: 0.316 0.199 -3.923
H: 3.682 -3.151 -4.287
H: -4.406 -0.418 -4.171
H: 0.495 0.790 -4.944
H: -0.380 -0.303 1.320
H: -1.392 -0.037 3.376
H: 0.909 3.026 -3.482
H: -1.917 1.038 5.948
H: 2.419 -0.983 -5.501
H: 0.874 2.294 5.847
H: 1.051 3.731 -0.818
H: 1.528 -0.293 5.490
H: -0.241 -2.145 1.361
H: 0.631 1.385 0.529
H: -3.411 -1.629 -1.929
H: -1.453 -0.667 5.706
H: 0.983 2.496 4.085
H: 0.679 -1.178 4.207
H: -2.158 0.624 -5.424
H: 1.720 0.204 3.795
H: -0.502 0.367 6.803
H: -0.528 2.894 4.934
H: -1.721 -1.345 0.622
H: 2.341 -3.437 -1.906

Properties
2S+1: 2
⟨S²⟩: 0.754
E_tot: -2616.38913 Eh
F_max: 2.40 eV/Å

---

No. 3
The following is a quantum chemistry calculation of C35H23N7O7SeY as an isolated structure in a non-equilibrium geometry, from the OMol25 dataset.

Atoms and positions in Å:
Y: 0.295 0.180 0.362
Se: -4.067 -2.251 -7.202
O: 0.752 -1.238 -1.395
O: 2.448 -0.423 1.072
O: 1.835 -1.423 -3.357
O: 1.137 2.015 1.474
O: -0.817 1.927 -0.384
O: 5.318 2.392 -2.720
O: 2.275 3.927 1.133
N: -4.373 -2.597 -5.493
N: 1.863 1.115 -0.938
N: 0.157 -1.723 1.990
N: -2.552 -0.918 -1.349
N: -1.758 0.249 1.715
N: -0.889 0.684 -2.790
N: -2.777 -1.091 -6.854
C: -0.795 0.632 -5.563
C: 1.908 2.797 0.830
C: -3.328 4.801 1.155
C: -2.506 2.513 1.185
C: -2.323 5.130 0.226
C: 0.026 1.475 -4.853
C: 4.424 -0.719 2.302
C: -4.336 -2.514 -1.210
C: -0.096 1.493 -3.462
C: 2.492 2.190 -0.472
C: -1.545 2.813 0.163
C: 5.111 -1.366 3.291
C: -3.392 3.517 1.626
C: -1.228 -2.100 2.180
C: -3.506 -1.845 -3.343
C: 1.591 -0.878 -2.284
C: -3.405 -1.641 -0.650
C: -1.982 -0.855 2.644
C: -1.462 4.179 -0.246
C: -2.642 -1.031 -5.553
C: 3.650 2.658 -1.063
C: 4.173 1.948 -2.138
C: -1.680 -0.148 -3.463
C: 2.392 -1.886 2.946
C: -2.556 1.251 1.849
C: -1.694 -0.179 -4.869
C: 3.528 0.796 -2.582
C: 4.474 -2.303 4.127
C: -2.592 -1.001 -2.684
C: -3.539 -1.871 -4.792
C: 3.038 -0.972 2.050
C: 2.371 0.408 -1.940
C: 0.998 -2.171 2.853
C: -4.382 -2.616 -2.581
C: 3.134 -2.531 3.953
H: -0.677 4.440 -0.945
H: -3.366 -1.511 0.425
H: -5.086 -3.261 -3.092
H: 4.908 0.019 1.675
H: 0.739 2.113 -5.356
H: 6.165 -1.159 3.439
H: -1.351 -2.888 2.935
H: -0.783 0.578 -6.643
H: -4.122 3.264 2.390
H: 5.030 -2.825 4.894
H: 3.908 0.191 -3.397
H: 2.615 -3.223 4.610
H: -3.357 1.170 2.597
H: -1.627 -2.459 1.229
H: -4.002 5.566 1.517
H: -3.054 -1.064 2.765
H: -5.003 -3.093 -0.586
H: 5.565 1.784 -3.422
H: -2.230 6.156 -0.111
H: 0.464 2.203 -2.865
H: -1.590 -0.580 3.631
H: 0.624 -2.862 3.623
H: 4.138 3.541 -0.674

Properties
2S+1: 1
E_tot: -4697.68146 Eh
Charge: -1
F_max: 1.38 eV/Å

---

No. 4
The following is a quantum chemistry calculation of a 15-piece molecular cluster, C40H104BClIO18P overall in a non-equilibrium geometry, from the OMol25 dataset.

Atoms and positions in Å:
I: 2.669 -1.398 3.788
Cl: 0.391 -1.533 -2.851
P: 1.404 -2.589 -1.271
O: 5.281 0.636 -1.057
O: -4.533 -6.133 3.448
O: 3.062 -2.128 -1.242
O: 8.322 3.320 -2.270
O: -1.331 -7.206 0.061
O: 12.849 1.658 -3.019
O: -4.996 4.009 1.699
O: 17.688 0.181 -0.400
O: -2.683 0.995 -4.767
O: -0.566 0.320 5.141
O: -2.994 2.474 8.626
O: -1.753 -4.085 0.752
O: -3.882 -3.717 -5.244
O: -8.895 2.077 1.715
O: -2.666 -2.271 3.322
O: -0.901 -1.941 -0.001
O: -6.341 7.201 -1.052
O: -10.465 1.511 -1.204
C: -6.274 7.268 -3.459
C: -4.925 4.078 -0.706
C: 0.434 -3.495 3.962
C: -4.169 0.232 2.002
C: -9.954 2.921 2.148
C: -10.402 -0.862 -1.613
C: 0.506 -1.913 0.311
C: 1.087 -0.389 0.483
C: 0.754 -2.209 3.011
C: 0.074 0.630 1.208
C: 2.997 2.691 0.218
C: 6.168 0.357 -2.135
C: -9.755 0.482 -1.881
C: 15.136 0.901 -2.974
C: 10.351 2.570 -1.209
C: 0.134 -0.021 6.334
C: -3.888 -1.137 1.189
C: 19.870 0.848 -1.167
C: -1.253 -7.129 -2.343
C: -3.169 -4.742 -5.924
C: 1.028 -2.827 1.519
C: -1.793 0.734 -5.844
C: -1.694 -2.814 0.805
C: 1.715 2.600 0.532
C: 5.945 -1.054 -2.641
C: 0.064 1.124 7.324
C: -2.001 -0.675 -6.361
C: -4.453 -6.056 1.041
C: -3.812 -6.088 -5.661
C: 0.158 2.125 0.602
C: -5.281 -6.390 2.266
C: -5.751 3.751 0.521
C: -5.235 2.935 7.871
C: -7.097 6.942 -2.229
C: -3.757 2.988 7.540
C: -2.081 -7.464 -1.118
C: 13.805 0.935 -2.251
C: -9.591 4.372 1.908
C: 9.716 3.578 -2.146
C: 18.515 1.306 -0.667
B: -2.727 -2.086 1.887
H: -3.276 -6.886 -6.182
H: -10.853 2.654 1.587
H: 13.425 -0.077 -2.082
H: -10.397 5.035 2.231
H: -3.819 -6.311 -4.589
H: -2.358 -8.521 -1.121
H: 6.616 -1.281 -3.473
H: 1.056 -4.426 3.705
H: 0.397 0.702 2.327
H: 18.614 1.895 0.251
H: 18.017 1.923 -1.419
H: -5.356 6.673 -3.476
H: -4.622 5.129 -0.700
H: -5.551 1.907 8.071
H: -10.409 -1.081 -0.541
H: 6.115 -1.783 -1.843
H: -5.971 8.319 -3.455
H: -8.011 7.542 -2.199
H: -1.031 0.315 1.218
H: -4.154 -5.003 1.051
H: 2.194 -2.848 1.427
H: 13.907 1.432 -1.284
H: 0.727 -3.953 1.447
H: 4.133 2.755 0.002
H: -4.854 -6.088 -5.992
H: -4.311 0.057 3.146
H: -3.395 1.072 1.799
H: -5.015 -6.254 0.125
H: -3.857 -3.922 -4.299
H: 0.688 -3.177 5.056
H: 10.200 1.553 -1.581
H: 3.159 -1.130 -1.216
H: 11.423 2.753 -1.109
H: 5.976 1.082 -2.929
H: -4.299 -5.194 3.447
H: -0.371 2.837 1.332
H: -4.759 4.947 1.693
H: -1.326 -0.889 -7.194
H: 9.852 4.598 -1.774
H: -8.106 2.315 2.222
H: -0.328 -0.918 6.754
H: 7.197 0.490 -1.787
H: -1.991 1.464 -6.633
H: -0.343 2.099 -0.441
H: -11.444 -0.859 -1.945
H: 9.890 2.619 -0.218
H: -5.491 3.880 -1.621
H: -0.955 -6.076 -2.333
H: 19.761 0.250 -2.076
H: 10.163 3.510 -3.140
H: -9.393 4.548 0.846
H: -0.071 -1.414 3.036
H: -1.815 -7.327 -3.260
H: -0.333 -7.720 -2.358
H: 20.362 0.212 -0.424
H: -9.868 -1.662 -2.132
H: 1.217 0.002 -0.612
H: -0.975 1.361 7.566
H: -8.715 0.490 -1.540
H: 20.516 1.703 -1.381
H: -7.378 5.886 -2.226
H: 15.503 1.916 -3.151
H: -2.495 0.350 -4.070
H: -6.198 -5.792 2.294
H: -2.129 -4.731 -5.583
H: -0.145 1.110 4.771
H: 15.033 0.424 -3.953
H: -3.518 -0.862 0.117
H: -4.008 3.482 -0.723
H: -9.769 0.707 -2.950
H: -3.533 -6.647 1.026
H: -6.840 7.068 -4.372
H: 0.506 2.031 6.899
H: -3.535 2.399 6.645
H: -3.184 -4.513 -6.992
H: -2.997 -6.867 -1.090
H: -2.102 -1.585 3.766
H: -10.140 2.734 3.210
H: -4.843 -1.792 1.028
H: 5.464 -0.006 -0.355
H: -3.274 1.558 8.771
H: -8.678 4.637 2.450
H: 4.912 -1.184 -2.976
H: -1.098 -6.264 0.059
H: -3.032 -0.813 -6.698
H: 7.932 3.391 -1.387
H: 12.758 1.207 -3.870
H: -0.674 -3.802 3.970
H: -3.441 4.018 7.363
H: 1.172 -0.255 6.077
H: -6.665 4.353 0.550
H: 2.156 -0.407 0.931
H: 15.881 0.353 -2.392
H: -6.034 2.695 0.522
H: 18.132 -0.355 0.273
H: -5.448 3.516 8.773
H: -5.833 3.333 7.047
H: -6.104 8.139 -1.058
H: -1.825 -1.408 -5.568
H: -5.190 0.639 1.606
H: -0.766 0.875 -5.494
H: -5.559 -7.447 2.264
H: -10.440 1.308 -0.257
H: 0.593 0.875 8.247

Properties
2S+1: 1
E_tot: -4064.54857 Eh
F_max: 6.54 eV/Å

---

Number 3 is which compound?
C35H23N7O7SeY

---

Among the records above, which one has the highest F_max?
C40H104BClIO18P